[1]
133
Properties=species:S:1:pos:R:3:lowdin_charge:R:1 method="wB97M-V/def2-TZVPD" gap_ev=2.3 homo_energy_ev=-9.5 max_force_ev_per_a=3.74 mol_weight_g_mol=1292.79 relative_energy_kcal_mol=107.6
Tl -1.521 2.000 -1.874 1.4439
B -0.235 3.913 -4.215 -1.4087
F -0.998 2.986 -4.923 0.1082
F 0.637 3.164 -3.471 0.1140
F 0.428 4.736 -5.128 0.1271
F -0.995 4.645 -3.310 0.1098
B 0.413 0.046 0.419 -1.4537
F 0.806 0.878 -0.602 0.1054
F 0.792 0.620 1.634 0.1279
F -0.958 0.160 0.386 0.1114
F 0.843 -1.230 0.200 0.1685
P -5.234 1.192 -0.880 0.2176
F -4.433 2.621 -1.022 -0.1959
F -5.774 1.516 0.637 -0.1544
F -6.528 1.808 -1.677 -0.1499
F -5.880 -0.290 -0.762 -0.1609
F -4.687 0.755 -2.330 -0.1879
F -3.832 0.562 -0.341 -0.1996
C -1.736 -2.057 3.268 0.0715
N -2.540 -3.270 3.700 -0.4439
O -3.406 -3.604 2.949 0.0399
O -2.236 -3.826 4.718 0.0920
H -1.824 -1.857 2.200 0.0650
H -0.725 -2.205 3.646 0.0954
H -2.315 -1.257 3.730 0.0747
C 3.589 -1.112 2.719 0.0457
N 2.733 -2.072 3.531 -0.3785
O 2.799 -1.899 4.748 0.0492
O 2.058 -2.956 2.952 0.0427
H 4.139 -0.507 3.440 0.0864
H 2.997 -0.452 2.085 0.0661
H 4.317 -1.687 2.146 0.0839
C 3.835 1.453 -0.083 0.0690
N 4.623 1.454 -1.394 -0.4071
O 4.296 2.219 -2.275 0.0796
O 5.553 0.611 -1.470 0.0117
H 3.610 0.431 0.220 0.0832
H 2.976 2.105 -0.241 0.0823
H 4.488 1.989 0.606 0.0837
C 1.699 0.958 4.577 -0.0017
N 0.558 1.095 5.454 -0.4145
O 0.514 2.110 6.169 0.0480
O -0.357 0.285 5.371 0.0632
H 1.853 1.904 4.058 0.0786
H 1.529 0.126 3.894 0.0684
H 2.583 0.776 5.189 0.1075
C 5.686 4.001 3.560 0.0537
N 4.427 3.216 3.845 -0.4412
O 4.282 2.229 3.180 0.0470
O 3.784 3.517 4.802 0.1006
H 5.493 4.993 3.154 0.0948
H 6.352 3.483 2.870 0.0966
H 6.180 4.196 4.512 0.0992
C -6.511 -0.303 4.243 -0.0159
C -5.134 -0.201 3.633 -0.4487
O -4.130 0.157 4.229 0.0337
C -4.965 -0.909 2.265 -0.0195
H -7.242 0.263 3.667 0.0864
H -6.619 0.240 5.182 0.0782
H -6.697 -1.352 4.474 0.0949
H -3.923 -0.813 1.961 0.0567
H -5.649 -0.479 1.532 0.0550
H -4.975 -1.966 2.529 0.0705
C 4.677 -3.086 -0.604 -0.0273
C 5.408 -4.248 0.106 -0.4355
O 5.749 -4.093 1.305 0.0268
C 5.857 -5.370 -0.743 -0.0282
H 4.098 -3.292 -1.505 0.0528
H 5.445 -2.396 -0.954 0.0867
H 4.018 -2.577 0.099 0.0549
H 6.767 -5.822 -0.349 0.0883
H 6.027 -5.080 -1.780 0.0877
H 5.096 -6.139 -0.872 0.0885
C 1.633 4.591 1.350 -0.0103
C 1.193 4.770 -0.047 -0.4455
O 0.529 3.903 -0.569 0.0629
C 1.537 6.097 -0.752 0.0128
H 2.597 5.069 1.521 0.0835
H 1.640 3.537 1.630 0.0759
H 0.877 5.065 1.977 0.1027
H 2.603 6.297 -0.857 0.0859
H 1.018 7.013 -0.469 0.0900
H 1.164 6.057 -1.776 0.0813
C 0.369 -4.503 -2.655 -0.0167
C 1.536 -4.780 -1.719 -0.5058
O 2.541 -5.298 -2.144 0.0602
C 1.347 -4.511 -0.260 0.0019
H -0.010 -3.495 -2.487 0.0656
H -0.341 -5.312 -2.479 0.0959
H 0.810 -4.507 -3.652 0.0783
H 2.258 -4.182 0.240 0.0708
H 0.990 -5.421 0.223 0.1044
H 0.621 -3.708 -0.132 0.0556
C -3.667 -2.449 -2.550 0.0381
C -2.588 -1.936 -1.634 -0.3719
O -1.964 -0.959 -1.975 0.1051
C -2.358 -2.710 -0.303 0.0411
H -4.605 -2.246 -2.035 0.1075
H -3.590 -3.536 -2.602 0.0927
H -3.602 -2.085 -3.576 0.0767
H -1.361 -2.477 0.071 0.0659
H -2.482 -3.771 -0.518 0.0914
H -3.162 -2.649 0.431 0.0828
C -1.886 0.005 -6.564 0.0084
C -2.796 0.141 -5.404 -0.3998
O -2.422 0.537 -4.274 0.0235
C -4.235 -0.253 -5.639 0.0014
H -1.306 -0.916 -6.626 0.0945
H -1.187 0.824 -6.394 0.0913
H -2.448 0.073 -7.496 0.0975
H -4.131 -1.253 -6.061 0.0931
H -4.703 0.370 -6.400 0.1026
H -4.840 -0.339 -4.737 0.0815
C -1.516 2.571 3.184 0.0316
C -2.472 2.959 2.056 -0.3640
O -2.061 2.879 0.922 0.0934
C -3.877 3.412 2.514 0.0347
H -1.723 3.382 3.882 0.0986
H -0.467 2.629 2.896 0.0729
H -1.768 1.639 3.691 0.0861
H -4.236 2.772 3.320 0.0836
H -4.547 3.176 1.688 0.0631
H -3.936 4.482 2.718 0.1008
C 2.306 -1.524 -3.223 0.0207
C 1.522 -0.445 -3.927 -0.3568
O 0.574 0.069 -3.337 0.1050
C 1.717 -0.170 -5.436 0.0290
H 2.147 -1.600 -2.147 0.0837
H 3.360 -1.336 -3.427 0.0997
H 2.007 -2.508 -3.583 0.0815
H 1.089 -0.795 -6.071 0.0789
H 2.696 -0.551 -5.726 0.0809
H 1.650 0.898 -5.641 0.1017

[2]
5
Properties=species:S:1:pos:R:3:lowdin_charge:R:1 method="wB97M-V/def2-TZVPD" gap_ev="8.5 / 8.7" homo_energy_ev="-9.8 / -9.2" max_force_ev_per_a=3.39 mol_weight_g_mol=47.03 relative_energy_kcal_mol=157.8
C 0.658 0.601 -0.865 -0.0072
N -1.023 0.966 0.602 0.0572
F 0.595 1.680 -1.530 0.0145
H 0.448 -0.274 -1.511 0.0386
H -0.800 0.924 1.581 -0.1031

[3]
144
Properties=species:S:1:pos:R:3:lowdin_charge:R:1 method="wB97M-V/def2-TZVPD" gap_ev=10.8 homo_energy_ev=-10.4 smiles="COC(=O)OC.COC(=O)OC.COC(=O)OC.COC(=O)OC.COC(=O)OC.COC(=O)OC.COC(=O)OC.COC(=O)OC.COC(=O)OC.COC(=O)OC.COC(=O)OC.COC(=O)OC" max_force_ev_per_a=6.29 mol_weight_g_mol=1080.94 relative_energy_kcal_mol=125.0
C -5.341 3.497 -6.356 0.0055
O -5.583 2.877 -5.057 0.0359
C -4.803 1.934 -4.673 -0.5594
O -3.848 1.437 -5.301 0.0853
O -5.204 1.579 -3.402 -0.0041
C -4.402 0.824 -2.612 -0.1029
H -5.892 3.070 -7.195 0.0967
H -4.282 3.630 -6.573 0.0951
H -5.724 4.517 -6.334 0.0865
H -4.153 -0.093 -3.147 0.0980
H -4.891 0.522 -1.686 0.0945
H -3.405 1.235 -2.452 0.0776
C -2.259 0.618 9.618 -0.0345
O -1.190 0.643 8.624 -0.0137
C -0.815 -0.563 8.085 -0.5486
O -1.141 -1.731 8.384 0.0929
O -0.193 -0.173 7.006 0.0119
C 0.206 -1.188 6.084 -0.0338
H -2.034 1.365 10.380 0.0898
H -2.170 -0.255 10.266 0.0826
H -3.296 0.599 9.282 0.0965
H -0.396 -2.096 6.118 0.0854
H 1.211 -1.598 6.191 0.0971
H 0.040 -1.077 5.013 0.0773
C 0.314 -3.285 -4.201 -0.0279
O 1.455 -2.526 -4.477 0.0046
C 1.503 -1.680 -5.470 -0.6080
O 0.597 -1.405 -6.234 0.1141
O 2.724 -1.147 -5.416 -0.0248
C 3.031 -0.115 -6.317 -0.0395
H -0.513 -3.090 -4.885 0.0983
H -0.030 -3.088 -3.186 0.0949
H 0.716 -4.294 -4.288 0.0910
H 3.957 0.349 -5.976 0.0985
H 2.276 0.663 -6.201 0.0845
H 3.122 -0.433 -7.355 0.1050
C 0.489 -0.551 2.111 -0.0527
O 0.454 0.295 0.982 -0.0071
C 0.440 -0.258 -0.270 -0.6728
O 0.590 -1.407 -0.532 0.1377
O 0.289 0.669 -1.086 0.0601
C -0.155 0.396 -2.415 0.0089
H -0.532 -0.843 2.356 0.0836
H 0.944 0.103 2.854 0.0888
H 1.058 -1.480 2.093 0.0842
H -0.756 1.224 -2.790 0.0797
H -0.768 -0.495 -2.550 0.1045
H 0.719 0.305 -3.059 0.0989
C 3.759 -1.913 3.687 0.0378
O 5.217 -2.057 3.322 0.0433
C 5.911 -2.896 3.948 -0.7165
O 5.585 -3.683 4.811 0.1186
O 7.085 -2.764 3.386 -0.0117
C 8.126 -3.666 3.702 -0.0310
H 3.270 -2.873 3.849 0.0937
H 3.390 -1.378 2.813 0.0810
H 3.543 -1.316 4.574 0.0842
H 8.859 -3.627 2.897 0.0859
H 7.723 -4.676 3.768 0.1050
H 8.638 -3.196 4.542 0.1020
C -1.798 2.900 0.994 -0.0677
O -2.186 1.735 0.391 -0.0203
C -2.795 0.788 1.128 -0.5052
O -3.042 0.794 2.342 0.1025
O -3.324 -0.143 0.244 -0.0569
C -4.103 -1.290 0.690 -0.0131
H -1.714 3.589 0.153 0.0921
H -0.859 2.998 1.538 0.0925
H -2.649 3.257 1.574 0.1078
H -4.827 -0.940 1.426 0.0909
H -3.487 -1.949 1.302 0.0517
H -4.535 -1.844 -0.144 0.0999
C 1.305 -7.429 -3.021 -0.0641
O 1.504 -6.672 -1.843 -0.0403
C 2.331 -5.541 -1.792 -0.4929
O 2.913 -5.076 -2.780 0.0949
O 2.423 -5.083 -0.554 0.0201
C 3.097 -3.948 -0.239 -0.0664
H 0.408 -7.093 -3.542 0.0914
H 1.138 -8.437 -2.642 0.0901
H 2.214 -7.516 -3.616 0.0960
H 4.002 -3.892 -0.845 0.0807
H 3.440 -3.969 0.796 0.0998
H 2.497 -3.052 -0.394 0.0778
C 1.272 4.336 3.679 -0.0716
O 1.708 4.175 5.010 -0.0225
C 2.128 2.898 5.426 -0.4722
O 2.204 1.863 4.776 0.0988
O 2.452 3.019 6.752 0.0071
C 2.649 1.791 7.393 -0.0737
H 1.393 5.399 3.468 0.0937
H 0.198 4.164 3.620 0.0873
H 1.808 3.774 2.915 0.0961
H 3.193 1.016 6.853 0.0831
H 1.711 1.242 7.477 0.0821
H 3.282 1.875 8.276 0.1029
C -0.870 1.519 -5.781 -0.0412
O -0.614 2.757 -5.077 -0.0454
C -0.694 3.934 -5.800 -0.5203
O -0.892 3.968 -7.050 0.0736
O -0.552 4.938 -4.973 0.0061
C -0.553 6.188 -5.550 -0.0617
H -0.016 1.304 -6.423 0.0819
H -1.731 1.699 -6.425 0.0804
H -1.091 0.681 -5.119 0.0823
H 0.256 6.166 -6.280 0.1041
H -0.479 6.972 -4.796 0.1059
H -1.439 6.415 -6.142 0.0998
C -6.849 -4.234 5.393 -0.0372
O -5.493 -4.488 5.051 -0.0031
C -4.865 -3.701 4.167 -0.4691
O -5.298 -2.756 3.527 0.1157
O -3.450 -4.054 4.211 -0.0431
C -2.565 -3.170 3.521 -0.0856
H -6.868 -3.171 5.632 0.0943
H -7.336 -4.798 6.189 0.0998
H -7.467 -4.263 4.496 0.0946
H -2.640 -3.279 2.439 0.0757
H -1.511 -3.342 3.742 0.0858
H -2.713 -2.137 3.834 0.0918
C -4.864 8.162 -4.565 -0.0075
O -4.513 6.758 -4.490 -0.0135
C -3.854 6.231 -3.465 -0.5756
O -3.432 6.789 -2.473 0.1157
O -3.726 4.886 -3.634 -0.0141
C -2.832 4.147 -2.799 -0.0429
H -5.745 8.253 -3.929 0.0984
H -5.042 8.516 -5.581 0.0945
H -4.068 8.748 -4.107 0.0912
H -3.389 3.855 -1.909 0.1001
H -1.895 4.626 -2.515 0.0978
H -2.448 3.273 -3.325 0.0738
C 8.078 -1.618 -0.095 -0.0182
O 6.988 -0.968 -0.791 0.0060
C 6.082 -1.693 -1.421 -0.5607
O 6.121 -2.900 -1.530 0.1081
O 5.127 -0.844 -1.944 -0.0154
C 3.884 -1.250 -2.528 -0.0273
H 8.413 -0.990 0.730 0.0891
H 8.968 -1.572 -0.722 0.0938
H 7.817 -2.596 0.309 0.0911
H 3.494 -0.569 -3.284 0.0779
H 3.116 -1.351 -1.762 0.0752
H 4.029 -2.212 -3.020 0.0966

[4]
2
Properties=species:S:1:pos:R:3:lowdin_charge:R:1 method="wB97M-V/def2-TZVPD" gap_ev=7.1 homo_energy_ev=-13.1 max_force_ev_per_a=7.48 mol_weight_g_mol=32.00 relative_energy_kcal_mol=168.1
O -0.892 0.218 0.461 0.0000
O 0.892 -0.218 -0.461 0.0000

[5]
13
Properties=species:S:1:pos:R:3:lowdin_charge:R:1 method="wB97M-V/def2-TZVPD" gap_ev=9.9 homo_energy_ev=-9.3 smiles="CC[P@@](N)(=S)Cl" max_force_ev_per_a=3.78 mol_weight_g_mol=143.58 relative_energy_kcal_mol=0.0
C -1.278 0.875 0.749 -0.1826
C -0.828 -0.521 0.363 -0.4414
P 1.002 -0.521 0.174 -0.0545
N 1.076 0.333 -1.641 -0.1295
S 2.083 0.352 1.511 0.1867
Cl 1.452 -2.442 -0.177 0.2814
H -2.367 0.941 0.739 0.0732
H -0.920 1.129 1.749 0.0582
H -0.870 1.603 0.046 0.0640
H -1.252 -0.826 -0.595 0.0786
H -1.095 -1.259 1.123 0.0799
H 0.996 -0.407 -2.331 -0.0090
H 2.001 0.744 -1.710 -0.0048